203
Properties=species:S:1:pos:R:3:forces:R:3 method="wB97M-V/def2-TZVPD" energy_ha=-4543.41861 lumo_ev=0.0 homo_energy_ev=-7.96 mol_weight_g_mol=1284.53 charge=0
O -5.313 -0.578 4.379 0.22 0.12 0.04
O 1.680 -0.265 -2.020 -0.14 -0.93 -0.64
O 5.471 -4.080 -5.504 0.16 -0.49 -0.04
O 5.633 5.397 -0.447 0.09 -0.31 0.19
O -4.793 4.673 7.640 -0.28 0.02 -0.25
O -3.280 4.585 -2.612 -0.20 -0.11 -0.85
O -1.983 -3.318 0.447 -0.84 0.37 -0.48
O 1.730 4.375 -3.481 -0.55 -0.02 0.03
O -5.779 2.266 0.522 -0.56 0.40 -0.28
O 6.133 -1.922 -0.782 0.11 -0.05 0.13
O -2.997 -2.082 12.671 -0.46 -0.06 -0.18
O -3.461 1.156 -3.088 -0.18 0.04 -0.39
O -2.866 1.096 7.997 -0.76 1.23 -0.14
O 5.261 -1.454 -7.204 0.88 -0.91 0.55
O -3.307 -2.497 -3.665 0.02 -0.66 0.34
O -2.261 2.622 1.948 -0.12 -0.45 0.70
O 1.520 -0.734 5.349 0.01 0.26 -0.04
O 0.908 -0.707 -5.082 -0.08 0.39 0.35
O 3.808 1.424 2.224 -0.41 -0.37 -0.55
O 4.877 -4.855 -11.976 -0.06 -0.40 0.33
O 5.215 -5.701 -0.865 -0.42 0.50 -0.20
N -5.158 4.844 5.401 0.41 0.24 -0.38
N -5.311 -3.327 -2.921 1.19 -0.14 -0.31
N 2.091 2.493 -2.225 -0.30 0.47 0.34
N 4.195 -3.979 0.251 0.57 0.52 -0.41
N 5.432 -3.221 -9.349 -0.38 0.15 -1.33
N 6.341 -4.829 -3.500 -0.53 -0.18 -0.28
N 0.285 -2.127 3.084 0.36 0.34 0.65
N -4.081 3.709 0.078 0.89 -0.21 1.05
N 3.450 3.438 0.221 -0.53 -1.24 0.50
N -1.495 3.191 -2.849 -1.51 -0.15 -0.25
N -4.607 2.606 -4.399 0.08 0.50 0.03
N -6.816 0.977 3.683 -0.06 -0.12 0.20
N -0.356 0.448 -0.249 -0.45 -1.07 0.21
N -1.233 5.446 -3.104 -0.54 -0.32 -0.38
N -2.646 0.592 10.862 -0.48 0.71 0.44
N -5.785 3.563 -1.373 -0.33 -0.05 0.11
N -4.881 0.724 2.532 0.11 -0.03 0.37
N 1.222 2.260 -4.277 -0.50 -0.08 0.76
N 3.403 -6.099 0.426 -0.76 -0.04 0.66
N -1.398 -0.759 -4.786 0.75 -0.15 0.17
N -6.614 3.700 6.699 -0.24 -0.18 1.18
N -0.250 -2.672 -4.982 0.13 0.06 0.47
N -4.524 -1.368 -2.113 0.59 0.28 0.33
N -4.705 0.350 -4.803 -0.18 0.35 0.01
N 4.113 -4.875 -3.854 -0.25 -0.24 -0.15
C 4.460 -4.821 -13.309 0.35 0.70 -0.68
C -3.863 0.850 10.123 0.29 0.18 -0.32
C 4.621 -0.842 -6.100 -0.82 0.62 -1.51
C 0.761 -1.245 -1.545 -0.42 -0.18 -0.46
C 2.597 1.478 1.495 -0.48 0.59 -0.65
C -1.576 1.090 0.228 1.07 0.74 -0.39
C 3.321 4.855 -0.006 0.68 0.39 0.23
C 1.146 0.598 5.633 0.74 0.61 -0.41
C -3.735 -0.881 12.613 -0.30 0.30 1.03
C -3.759 -3.156 13.153 -0.61 -0.54 -0.10
C 5.958 -3.982 -11.687 -0.40 0.03 0.05
C -3.050 1.671 6.694 0.45 -1.34 0.02
C 0.447 -1.664 5.490 0.57 0.25 0.12
C 4.330 5.401 -0.999 -0.06 -0.40 0.22
C -0.143 -1.300 -4.894 -0.68 -0.38 -1.42
C 6.288 -4.037 -10.207 -0.61 -0.61 0.87
C -0.561 -0.539 -1.329 0.39 0.65 0.75
C -5.614 0.311 3.598 0.11 -0.11 -0.45
C -2.996 -4.307 0.269 0.88 0.44 0.83
C -3.668 1.803 8.949 -0.08 -0.82 0.30
C -0.423 -1.598 4.253 -0.65 -1.50 -0.35
C -5.473 4.430 6.654 0.41 0.11 -0.17
C 2.894 -0.823 -2.443 1.64 -0.32 -0.31
C -1.451 -3.355 1.751 1.40 0.14 -0.64
C -2.087 4.407 -2.930 1.42 0.67 1.52
C 6.520 6.127 -1.262 -0.60 1.00 0.24
C 5.345 -4.593 -4.404 -0.04 1.11 0.30
C 4.071 0.110 2.663 0.27 -0.25 0.02
C 4.832 -1.061 -8.471 -0.76 0.90 -0.11
C -0.478 -2.173 1.844 0.14 -0.17 0.25
C -2.795 0.282 12.273 -0.10 -0.49 -0.58
C -1.302 1.619 1.656 -0.86 -0.32 -1.65
C -2.264 2.957 3.313 0.31 0.22 1.18
C 2.374 2.919 1.066 -0.16 0.32 0.41
C -4.223 1.368 -4.048 0.26 -0.61 0.56
C -4.275 -2.433 -2.903 -1.32 0.83 -0.55
C 1.657 3.157 -3.326 1.18 -0.44 -0.49
C 5.611 -1.778 -9.549 0.30 -1.07 1.27
C 4.331 -5.280 -0.117 0.35 -0.51 0.05
C -5.259 3.120 -0.205 0.39 0.04 -0.53
H -1.050 -3.087 -4.532 0.12 -0.40 -0.16
H -1.570 0.218 -4.922 0.08 0.02 0.25
H 7.301 -4.674 -3.735 -0.03 0.05 0.02
H 1.745 1.149 2.102 0.04 0.01 0.24
H -4.323 5.385 5.273 -0.06 0.00 -0.05
H 2.048 1.483 -2.194 -0.03 0.22 0.12
H 1.184 -1.723 -0.658 -0.21 0.31 0.33
H -1.955 0.036 10.389 -0.18 -0.16 -0.09
H 3.522 -5.351 -13.452 -0.01 -0.08 0.35
H 2.700 -5.673 1.005 -0.16 -0.21 -0.08
H 6.083 -5.053 -9.855 0.26 -0.17 -0.31
H -1.348 -1.254 -1.076 0.19 -0.08 0.47
H 6.162 7.166 -1.216 0.34 0.13 -0.30
H -5.132 -4.159 -3.455 -0.53 -0.13 0.12
H -6.127 -3.147 -2.372 -0.12 -0.51 0.01
H 4.881 -3.344 -0.135 -0.05 0.08 0.04
H -6.666 3.209 -1.692 0.07 -0.01 -0.07
H -3.184 3.434 3.651 -0.14 0.17 -0.65
H -2.071 1.546 6.229 -0.15 0.18 -0.40
H -2.374 0.350 0.154 -0.18 0.11 0.35
H 1.949 1.278 5.328 0.45 -0.43 0.30
H -1.409 0.744 2.300 0.33 0.32 0.55
H 6.506 -1.586 -1.603 -0.10 -0.02 -0.08
H 0.308 -2.322 1.106 -0.39 0.07 -0.46
H -6.889 1.835 3.164 -0.34 0.08 0.18
H -0.081 -1.544 6.443 -0.32 0.59 -0.22
H 3.712 -3.679 1.079 -0.14 -0.18 -0.02
H -3.277 -4.089 12.864 0.27 0.07 0.26
H -3.815 -4.098 0.962 -0.23 -0.08 -0.19
H -5.236 1.435 1.875 0.47 -0.45 0.08
H -2.172 2.110 4.002 0.01 -0.42 -0.46
H 4.365 4.778 -1.899 -0.38 0.15 -0.17
H -1.026 -1.258 1.596 0.08 0.11 0.06
H 4.296 3.149 0.700 0.38 0.52 -0.35
H -3.949 0.360 2.448 -0.05 -0.04 -0.09
H -2.136 -1.432 -4.615 -0.21 0.72 0.07
H 3.221 -7.027 0.094 0.39 -0.01 -0.13
H 3.538 -0.988 -6.200 -0.10 0.19 0.11
H -2.230 -3.333 2.517 0.02 -0.16 0.05
H 6.697 -1.624 -9.474 -0.03 0.85 -0.10
H -3.942 -3.117 14.233 0.42 0.08 0.11
H -4.323 -0.034 9.659 0.13 -0.23 0.13
H 3.757 -1.249 -8.608 -0.02 -0.50 0.08
H -3.321 -4.285 -0.766 0.01 -0.10 0.00
H -5.194 0.590 -5.645 0.04 -0.45 -0.12
H 5.191 -5.233 -14.018 0.17 -0.27 0.24
H -0.571 3.003 -3.200 -0.08 0.04 -0.25
H -7.148 3.390 5.913 0.01 0.00 0.00
H 2.249 3.475 2.010 0.12 0.34 -0.12
H 1.441 3.052 0.508 -0.14 -0.30 0.12
H -4.658 -0.959 12.020 0.56 -0.12 -0.95
H 3.460 -0.095 -3.029 -0.12 0.41 0.39
H -3.524 4.167 -0.630 -0.42 0.02 -0.25
H -5.413 2.755 -4.979 0.07 0.06 -0.06
H -1.425 3.610 3.579 0.03 0.16 -0.23
H 0.567 -3.214 -5.196 0.04 0.02 0.26
H -1.818 1.934 -0.429 -0.40 0.04 0.12
H -2.225 2.477 -2.909 0.62 -0.53 0.24
H 6.835 -4.267 -12.276 0.06 0.04 -0.08
H -2.539 -5.259 0.564 -0.36 -0.32 -0.36
H 5.643 -2.970 -11.962 0.25 0.10 -0.15
H 0.373 1.107 -0.489 -0.16 0.14 -0.20
H 4.185 -0.606 1.838 -0.07 0.21 -0.23
H 5.991 -4.957 -2.561 0.88 -0.27 0.33
H 3.985 6.413 -1.243 0.31 0.10 -0.19
H 5.230 -1.427 -10.507 0.08 -0.20 -0.12
H -5.450 -1.222 -1.756 0.06 0.07 0.20
H 4.852 0.222 -6.218 -0.24 0.19 0.71
H -3.148 1.122 12.879 0.04 0.40 -0.48
H -4.625 1.225 10.810 0.15 0.29 0.05
H -3.795 1.052 6.184 0.04 0.11 -0.30
H 1.062 -1.480 2.986 0.17 -0.29 -0.46
H -4.771 -3.228 12.729 0.08 0.37 -0.35
H 5.561 -3.488 -8.382 0.00 0.29 0.11
H 3.508 -1.163 -1.600 -0.05 0.26 0.20
H -0.782 -0.595 4.001 -0.25 0.10 0.59
H -3.525 3.241 0.790 -0.17 0.18 -0.05
H -0.935 -0.068 -2.246 0.35 -0.02 -0.23
H -4.254 -0.667 13.566 0.74 -0.14 0.50
H 3.423 5.397 0.945 -0.10 0.26 -0.11
H 2.548 0.855 0.591 0.65 -0.34 0.10
H 0.993 0.718 6.706 -0.46 0.18 -0.04
H 3.267 -0.265 3.306 0.07 0.09 0.21
H 4.887 -1.237 -5.124 0.67 -0.26 -0.30
H -0.306 2.064 1.648 0.14 -0.21 0.37
H -1.772 0.083 12.591 -0.21 -0.35 0.52
H 6.501 5.827 -2.314 0.08 -0.29 0.06
H 4.866 0.029 -8.624 0.55 0.11 0.20
H -5.740 4.610 4.619 0.12 0.13 -0.12
H -3.932 -0.551 -2.229 -0.06 0.06 0.02
H -5.167 4.120 -1.943 -0.32 0.00 -0.22
H -1.663 6.349 -3.198 0.30 0.10 -0.08
H -6.846 3.443 7.644 -0.38 -0.30 -0.25
H -1.264 -2.285 4.396 -0.28 0.44 0.21
H 0.943 -2.626 5.637 -0.14 -0.15 -0.64
H 0.352 1.005 4.997 -0.64 -0.51 0.40
H 4.329 -3.785 -13.651 -0.24 0.06 0.11
H 2.911 -1.676 -3.133 -1.16 -0.10 0.05
H -0.289 5.238 -3.407 0.14 0.40 0.00
H 7.359 -3.868 -10.026 0.09 0.29 -0.24
H -4.365 -0.579 -4.620 -0.03 -0.05 -0.19
H -0.815 -4.251 1.763 -0.36 -0.25 0.82
H -3.376 2.710 6.640 0.20 0.12 0.54
H 7.527 6.110 -0.854 -0.03 -0.33 0.04
H 3.316 -4.416 -4.256 0.04 -0.07 -0.07
H 2.334 5.077 -0.422 -0.09 -0.18 0.06
H 1.116 1.318 -3.932 0.05 -0.34 -0.73
H 0.618 -2.080 -2.242 0.20 0.30 -0.46
H 2.510 2.977 -1.436 0.20 -0.05 -0.23
H 4.069 -5.185 -2.898 -0.13 0.01 -0.02
H -3.187 2.760 9.151 -0.11 0.01 0.40
H -4.259 3.359 -3.811 -0.13 0.09 0.00
H 1.022 2.449 -5.240 0.08 0.33 0.07
H 6.886 -2.298 -0.313 0.05 0.04 -0.01
H -4.685 1.988 8.582 0.13 0.12 -0.43
H 5.024 0.132 3.188 -0.14 0.00 0.20
H -7.275 0.841 4.567 -0.21 0.24 -0.11